Below is a structure of composition C4BCsO8, with properties calculated with ωB97M-V with the def2-TZVPD basis set.

Values from the calculation:
- Gap between HOMO and LUMO: 7.7086 eV
- Energy relative to the best compared isomer or geometry (same formula, charge and spin): 0.0 kJ/mol
- Lowest unoccupied orbital energy: -1.488 eV

ORCA input file:
```
! wB97M-V def2-TZVPD RIJCOSX def2/J DEFGRID3
* xyz 0 1
Cs -5.085 -0.379 2.773
O -2.743 -0.473 1.024
C -1.577 -0.229 0.798
O -0.875 -0.613 -0.217
B 0.494 0.016 -0.138
O 0.499 0.681 1.190
C -0.696 0.621 1.729
O -1.068 1.104 2.762
O 0.671 0.968 -1.230
C 1.621 0.515 -2.052
O 1.959 0.999 -3.085
C 2.198 -0.773 -1.413
O 1.544 -0.980 -0.269
O 3.058 -1.457 -1.872
*
```

---

Below is a cluster of 6 separate species, C35H80FN5O4S in total at a distorted geometry, with properties calculated with ωB97M-V with the def2-TZVPD basis set.

Values from the calculation:
- Gap between HOMO and LUMO: 5.8868 eV
- Structure (SMILES): C#CCCOC(=O)S(=O)(=O)F.CCN(CC)CC.CCN(CC)CC.CCN(CC)CC.CCN(CC)CC.CCN(CC)CC
- Lowest unoccupied orbital energy: -2.266 eV

ORCA input file:
```
! wB97M-V def2-TZVPD RIJCOSX def2/J DEFGRID3
* xyz 0 1
C 4.835 2.923 2.782
C 3.964 3.089 1.663
C 3.034 3.064 0.274
C 4.046 2.538 -0.949
O 5.285 3.317 -0.802
C 5.910 3.628 -2.098
O 6.320 2.744 -3.014
S 6.208 5.480 -2.459
O 7.076 6.019 -1.257
O 6.951 5.674 -3.837
F 4.705 6.362 -2.403
H 5.805 2.659 3.419
H 2.697 4.172 0.031
H 2.126 2.321 0.351
H 4.311 1.402 -0.706
H 3.498 2.660 -1.975
C 2.623 1.725 6.064
C 2.465 0.421 5.286
N 3.655 -0.435 5.300
C 3.575 -1.549 4.348
C 2.504 -2.608 4.587
C 4.188 -0.784 6.619
C 3.260 -1.516 7.584
H 3.473 2.307 5.693
H 1.722 2.336 5.947
H 2.758 1.550 7.135
H 2.242 0.697 4.248
H 1.583 -0.108 5.664
H 4.553 -2.044 4.286
H 3.416 -1.126 3.347
H 2.779 -3.281 5.400
H 2.391 -3.225 3.690
H 1.525 -2.171 4.804
H 4.530 0.136 7.108
H 5.106 -1.375 6.498
H 2.248 -1.103 7.591
H 3.651 -1.434 8.605
H 3.201 -2.581 7.353
C 1.818 -4.370 14.601
C 1.200 -3.517 13.496
N 2.148 -2.618 12.831
C 1.494 -1.634 11.959
C 0.749 -2.159 10.737
C 3.350 -3.239 12.271
C 3.156 -4.329 11.221
H 2.296 -3.746 15.363
H 1.037 -4.960 15.093
H 2.557 -5.076 14.211
H 0.412 -2.914 13.965
H 0.701 -4.179 12.779
H 2.234 -0.893 11.630
H 0.783 -1.063 12.570
H 1.436 -2.453 9.942
H 0.112 -1.368 10.327
H 0.098 -3.006 10.975
H 3.935 -3.663 13.097
H 4.004 -2.462 11.855
H 2.355 -5.026 11.478
H 4.078 -4.915 11.124
H 2.948 -3.905 10.237
C -1.678 -0.077 -4.106
C -0.368 0.671 -4.343
N 0.809 0.018 -3.762
C 2.005 0.869 -3.777
C 2.580 1.257 -5.135
C 1.036 -1.376 -4.148
C 1.208 -1.677 -5.634
H -1.859 -0.231 -3.038
H -2.514 0.506 -4.507
H -1.692 -1.049 -4.608
H -0.483 1.662 -3.886
H -0.248 0.836 -5.420
H 2.796 0.393 -3.182
H 1.769 1.793 -3.233
H 3.125 0.429 -5.592
H 3.297 2.076 -5.010
H 1.811 1.604 -5.831
H 0.199 -1.978 -3.774
H 1.907 -1.769 -3.607
H 0.493 -1.136 -6.259
H 1.051 -2.747 -5.814
H 2.217 -1.444 -5.976
C -1.722 3.918 -7.080
C -2.905 4.875 -6.946
N -4.186 4.310 -7.383
C -5.251 5.315 -7.487
C -5.706 5.999 -6.202
C -4.585 3.046 -6.761
C -4.729 3.021 -5.243
H -1.613 3.566 -8.111
H -0.797 4.433 -6.802
H -1.819 3.050 -6.422
H -2.675 5.750 -7.566
H -2.952 5.230 -5.910
H -6.126 4.866 -7.976
H -4.914 6.093 -8.184
H -6.338 5.344 -5.600
H -6.307 6.881 -6.448
H -4.865 6.342 -5.591
H -3.856 2.277 -7.047
H -5.525 2.699 -7.210
H -3.919 3.549 -4.733
H -4.713 1.983 -4.888
H -5.680 3.450 -4.924
C -6.377 -0.808 -6.958
C -5.541 -1.997 -7.425
N -4.527 -2.433 -6.459
C -3.575 -3.398 -7.020
C -4.116 -4.759 -7.445
C -5.007 -2.748 -5.111
C -6.064 -3.839 -4.975
H -5.743 0.050 -6.710
H -7.059 -0.500 -7.758
H -6.992 -1.054 -6.087
H -5.037 -1.686 -8.349
H -6.217 -2.815 -7.697
H -2.753 -3.552 -6.309
H -3.100 -2.934 -7.895
H -4.308 -5.402 -6.585
H -3.372 -5.274 -8.064
H -5.030 -4.679 -8.040
H -5.407 -1.829 -4.664
H -4.153 -3.003 -4.470
H -6.845 -3.767 -5.737
H -6.555 -3.757 -3.998
H -5.620 -4.835 -5.023
*
```